# 1
The following is a DFT calculation (ωB97M-V with the def2-TZVPD basis set) of C25H20F10N7O4S2Sc as an isolated structure.

```
69
Properties=species:S:1:pos:R:3:nbo_charge:R:1
Sc -0.063 0.011 -0.069 1.685
C 0.419 -1.162 3.789 -0.403
N 1.302 -1.064 2.652 -0.453
C 1.725 -2.347 2.149 -0.216
C 0.643 -2.893 1.213 -0.209
N 0.585 -2.225 -0.089 -0.772
C 1.142 -2.942 -1.098 0.114
C 2.217 -3.861 -1.000 0.280
F 2.890 -4.028 0.168 -0.337
C 2.723 -4.586 -2.065 0.253
F 3.762 -5.425 -1.862 -0.319
C 2.206 -4.446 -3.332 0.200
F 2.688 -5.162 -4.373 -0.320
C 1.155 -3.559 -3.494 0.273
F 0.595 -3.424 -4.712 -0.313
C 0.652 -2.853 -2.427 0.302
F -0.412 -2.077 -2.683 -0.294
C 2.274 -0.006 2.795 -0.215
C 1.623 1.316 2.405 -0.211
N 1.354 1.421 0.969 -0.789
C 2.091 2.375 0.348 0.123
C 1.518 3.248 -0.605 0.291
F 0.202 3.188 -0.828 -0.275
C 2.238 4.189 -1.311 0.267
F 1.620 4.982 -2.210 -0.316
C 3.592 4.359 -1.088 0.200
F 4.299 5.294 -1.766 -0.321
C 4.198 3.559 -0.140 0.247
F 5.524 3.686 0.082 -0.319
C 3.471 2.604 0.544 0.308
F 4.179 1.799 1.369 -0.331
H 0.973 -1.490 4.692 0.135
H -0.382 -1.871 3.590 0.206
H -0.060 -0.204 3.987 0.228
H 1.919 -3.069 2.967 0.146
H 2.652 -2.222 1.592 0.210
H -0.318 -2.727 1.709 0.196
H 0.754 -3.977 1.098 0.168
H 3.115 -0.197 2.130 0.208
H 2.663 0.051 3.832 0.145
H 2.251 2.146 2.748 0.168
H 0.669 1.412 2.933 0.218
C -2.457 1.304 -3.956 -0.681
C -1.891 0.641 -2.737 0.237
N -0.674 0.756 -2.355 -0.247
N 0.161 1.482 -3.160 -0.469
C 1.423 1.205 -2.952 0.288
N 2.306 1.892 -3.768 -0.824
S 2.072 0.068 -1.845 -0.345
C -2.735 -0.297 -1.968 0.203
C -4.050 -0.566 -2.331 -0.253
C -4.749 -1.546 -1.642 -0.169
C -4.119 -2.223 -0.616 -0.253
C -2.816 -1.866 -0.298 0.124
N -2.144 -0.939 -0.958 -0.448
H -1.707 1.952 -4.394 0.258
H -3.336 1.894 -3.685 0.213
H -2.767 0.559 -4.694 0.211
H 1.926 2.759 -4.120 0.378
H 3.230 1.967 -3.373 0.387
H -4.517 -0.022 -3.139 0.207
H -5.776 -1.770 -1.906 0.196
H -4.626 -2.987 -0.043 0.204
H -2.292 -2.320 0.532 0.223
O -3.526 0.413 1.460 -1.024
S -2.136 0.821 1.598 2.593
O -1.896 1.680 2.742 -1.009
O -1.226 -0.409 1.663 -1.097
O -1.619 1.430 0.311 -1.064
```

Output
Lowest unoccupied orbital energy (eV): 4.46
E (eV): -114421.3300
Net charge: -2
Frontier orbital gap (eV): 6.5
E_HOMO (eV): -2.04

=====

# 2
The following is a DFT calculation (ωB97M-V with the def2-TZVPD basis set) of C4H9N2 as an isolated structure in a non-equilibrium geometry.

```
15
Properties=species:S:1:pos:R:3:nbo_charge:R:1
C -1.342 0.112 0.199 0.553
C 0.139 1.402 0.185 -0.298
C 0.856 0.038 0.600 -0.050
C 1.855 -0.538 -0.489 -0.688
N -0.491 -0.769 0.612 -0.555
N -2.511 0.040 -0.287 -0.749
H 0.413 1.810 -0.845 0.260
H -0.222 2.044 0.952 0.240
H 1.269 -0.176 1.656 0.243
H 2.383 0.165 -1.224 0.256
H 1.447 -1.392 -1.087 0.243
H 2.816 -0.973 -0.007 0.253
H -0.500 -1.718 0.883 0.427
H -2.953 0.695 -0.887 0.440
H -3.160 -0.740 -0.262 0.427
```

Output
Lowest unoccupied orbital energy (eV): -3.57
E (eV): -7264.9832
Net charge: +1
Frontier orbital gap (eV): 11.6
E_HOMO (eV): -15.18

=====

# 3
The following is a DFT calculation (ωB97M-V with the def2-TZVPD basis set) of a 2-piece molecular cluster, C6H10N2 overall.

```
18
Properties=species:S:1:pos:R:3:nbo_charge:R:1
C 1.419 1.696 0.191 -0.642
C 0.095 1.313 0.762 0.089
C -0.265 0.653 1.920 -0.109
N -1.631 0.527 2.023 -0.456
C -2.109 1.106 0.934 0.151
N -1.104 1.593 0.148 -0.526
H 2.211 1.356 0.878 0.234
H 1.500 2.790 0.074 0.218
H 1.579 1.225 -0.793 0.221
H 0.402 0.261 2.688 0.206
H -3.161 1.202 0.666 0.197
H -1.221 2.081 -0.743 0.416
C 1.043 -2.669 -1.527 -0.396
C -0.282 -2.599 -1.389 -0.389
H 1.715 -2.341 -0.725 0.195
H 1.498 -3.056 -2.446 0.193
H -0.736 -2.212 -0.470 0.203
H -0.953 -2.926 -2.191 0.193
```

Output
Lowest unoccupied orbital energy (eV): 0.85
E (eV): -9363.4957
Net charge: 0
Frontier orbital gap (eV): 9.4
Structure (SMILES): Cc1cnc[nH]1.C=C
E_HOMO (eV): -8.51

=====

# 4
The following is a DFT calculation (ωB97M-V with the def2-TZVPD basis set) of C27H45AsBr4HfIN5O3SSi3 as an isolated structure in a non-equilibrium geometry.

```
91
Properties=species:S:1:pos:R:3:lowdin_charge:R:1
Hf -0.195 0.800 0.044 1.435
Br 3.481 3.171 5.559 0.773
C 2.254 2.235 4.484 -0.743
C 1.479 1.202 5.018 -0.743
Br 1.650 0.719 6.829 0.770
C 0.572 0.516 4.207 -0.649
Br -0.508 -0.897 4.828 0.796
C 0.446 0.864 2.876 -0.405
O -0.386 0.281 1.989 -0.287
C 1.237 1.884 2.334 -0.420
O 1.036 2.118 1.021 -0.319
C 2.127 2.577 3.134 -0.652
Br 3.152 3.923 2.311 0.802
C 3.628 -0.010 0.961 0.053
C 2.336 -0.744 0.889 -0.478
N 2.077 -1.738 1.692 0.257
O 1.473 -0.400 -0.001 -0.241
H 4.153 -0.203 1.894 0.107
H 3.440 1.058 0.856 0.081
H 4.254 -0.330 0.125 0.104
H 2.733 -1.989 2.414 0.147
H 1.167 -2.224 1.650 -0.003
C 0.898 4.993 -2.080 0.018
C 0.460 3.684 -1.645 -0.190
N 0.105 2.655 -1.291 0.047
H 1.838 4.904 -2.625 0.103
H 1.054 5.627 -1.207 0.111
H 0.145 5.439 -2.730 0.110
C -1.050 2.512 -4.431 -0.210
Si 0.348 1.273 -4.397 0.289
C 0.539 0.488 -6.072 -0.186
C 2.013 2.023 -3.987 -0.215
As -0.213 -0.327 -2.707 0.815
Si 1.500 -1.974 -3.016 0.314
C 1.355 -2.797 -4.685 -0.191
C 1.350 -3.288 -1.708 -0.211
C 3.119 -1.048 -2.841 -0.205
Si -2.246 -1.291 -3.509 0.297
C -2.354 -1.417 -5.363 -0.206
C -2.280 -3.025 -2.799 -0.218
C -3.669 -0.197 -2.950 -0.205
H -0.782 3.378 -5.042 0.046
H -1.335 2.864 -3.440 0.004
H -1.934 2.062 -4.888 0.031
H 0.864 1.273 -6.764 0.055
H -0.374 0.059 -6.471 0.016
H 1.318 -0.274 -6.069 0.019
H 2.087 3.017 -4.438 0.042
H 2.795 1.415 -4.447 0.031
H 2.243 2.098 -2.924 0.012
H 0.323 -2.920 -5.007 0.011
H 1.799 -3.794 -4.622 0.048
H 1.894 -2.252 -5.461 0.026
H 0.507 -3.947 -1.923 0.018
H 1.217 -2.887 -0.706 -0.023
H 2.256 -3.903 -1.724 0.052
H 3.495 -0.732 -3.816 0.034
H 3.878 -1.701 -2.402 0.044
H 3.024 -0.163 -2.211 0.005
H -1.516 -1.933 -5.825 0.022
H -2.459 -0.434 -5.824 0.028
H -3.261 -1.979 -5.607 0.054
H -1.611 -3.664 -3.380 0.033
H -3.285 -3.448 -2.876 0.048
H -1.962 -3.066 -1.756 -0.016
H -4.136 0.256 -3.827 0.041
H -3.362 0.611 -2.286 0.007
H -4.440 -0.780 -2.443 0.034
S -0.855 -3.223 1.378 0.672
C -0.499 -4.845 1.073 -0.841
N 0.371 -5.589 1.771 0.029
C 0.346 -7.002 1.384 -0.107
C -0.547 -6.983 0.125 -0.107
N -1.048 -5.609 0.126 0.031
H 0.705 -5.276 2.666 0.140
H -0.080 -7.615 2.178 0.125
H 1.350 -7.361 1.168 0.120
H -1.367 -7.695 0.193 0.123
H 0.020 -7.189 -0.783 0.120
H -1.683 -5.237 -0.556 0.127
I -2.315 3.143 1.048 1.125
C -3.249 1.281 0.803 -0.725
C -4.535 1.050 1.233 -0.080
C -5.043 -0.236 1.093 0.001
C -4.251 -1.224 0.531 -0.017
C -2.980 -0.892 0.112 -0.182
N -2.479 0.344 0.241 -0.131
H -5.114 1.843 1.684 0.115
H -6.046 -0.454 1.435 0.131
H -4.601 -2.241 0.429 0.128
H -2.317 -1.637 -0.304 0.028
```

Output
Lowest unoccupied orbital energy (eV): -5.49
E (eV): -427203.0792
Net charge: +2
Frontier orbital gap (eV): 6.8
E_HOMO (eV): -12.31

=====

# 5
The following is a DFT calculation (ωB97M-V with the def2-TZVPD basis set) of one molecule with the formula C3H5NO3.

```
12
Properties=species:S:1:pos:R:3:nbo_charge:R:1
O -0.493 2.388 0.316 -0.619
C -0.461 1.209 0.089 0.845
O -1.519 0.383 -0.005 -0.476
C -1.074 -0.950 -0.238 -0.075
C 0.452 -0.922 -0.046 -0.251
N 0.677 0.495 -0.163 -0.175
O 1.900 1.033 0.253 -0.540
H -1.587 -1.607 0.466 0.201
H -1.347 -1.229 -1.260 0.190
H 0.988 -1.465 -0.826 0.211
H 0.770 -1.293 0.936 0.195
H 1.693 1.959 0.477 0.494
```

Output
Lowest unoccupied orbital energy (eV): 0.80
E (eV): -10823.2341
Net charge: 0
Frontier orbital gap (eV): 10.2
Structure (SMILES): O=C1OCCN1O
E_HOMO (eV): -9.40

=====

# 6
The following is a DFT calculation (ωB97M-V with the def2-TZVPD basis set) of a 2-piece molecular cluster, C5H13O2 overall in a non-equilibrium geometry.

```
20
Properties=species:S:1:pos:R:3:nbo_charge:R:1
C -0.118 0.129 1.461 -0.014
O -1.010 1.097 1.021 -0.912
C 0.212 -0.930 0.401 -0.431
C 0.294 -0.231 -0.936 -0.245
C -0.030 -1.080 -2.277 -0.605
C 1.694 0.353 -0.973 -0.604
H 0.973 0.522 1.739 0.052
H -0.425 -0.233 2.386 0.144
H -0.643 -1.692 0.366 0.169
H 0.943 -1.592 0.730 0.182
H -0.515 0.540 -0.867 0.269
H -0.940 -0.835 -2.704 0.197
H 0.770 -0.772 -3.011 0.181
H 0.085 -2.129 -2.008 0.192
H 2.426 -0.381 -1.082 0.178
H 1.887 0.803 -0.003 0.220
H 1.839 1.045 -1.864 0.180
H -2.421 2.255 3.269 0.431
H -2.129 1.376 1.800 0.515
O -2.893 1.755 2.553 -1.098
```

Output
Lowest unoccupied orbital energy (eV): 3.87
E (eV): -9490.1332
Net charge: -1
Frontier orbital gap (eV): 7.5
E_HOMO (eV): -3.65

=====

net charge of number 3 (C6H10N2)?
0

=====

What is the E_HOMO in the fourth record?
-12.31 eV

=====

What is the frontier orbital gap in the fourth record?
6.8 eV

=====

The highest lowest unoccupied orbital energy belongs to which entry?
C25H20F10N7O4S2Sc